Record 1
This record from OMol25 describes a 4-piece molecular cluster, C3H12N4 overall in a non-equilibrium geometry. The level of theory is the ωB97M-V functional and the def2-TZVPD basis.

Element x y z (Å)
N 1.137524 1.441785 0.683250
N 1.229267 -0.774958 0.050839
N 0.990932 -2.118094 0.400319
N -1.509620 1.724194 -0.383074
C 1.236080 0.198099 0.981581
C 1.051472 -0.479122 -1.355089
C -2.050046 0.570933 -0.670460
H 1.493601 -1.290907 -1.928699
H -0.499511 1.769068 -0.189958
H -3.143994 0.630632 -0.781232
H -0.011674 -0.375708 -1.604960
H 1.603910 -2.390134 1.162855
H -1.776293 -0.576247 0.176717
H -2.033200 2.574967 -0.186374
H 1.248691 2.039118 1.495945
H 1.349118 -0.188899 2.002003
H 1.559829 0.457766 -1.573099
H 0.015703 -2.232225 0.687016
H -1.891790 -0.980266 1.032419

Force components x, y, z for each atom (eV/Å):
N 0.114 0.178 -0.006
N -0.004 -0.239 -0.104
N -0.134 -0.037 0.185
N -0.273 0.028 0.093
C -0.098 -0.022 0.237
C 0.046 0.060 -0.075
C -0.068 0.466 -0.542
H -0.016 0.023 0.027
H -0.057 0.017 -0.053
H 0.043 0.195 0.150
H 0.145 -0.056 0.001
H -0.073 0.051 -0.136
H 0.033 -0.895 1.569
H 0.008 -0.186 -0.113
H 0.028 -0.194 0.048
H -0.008 0.080 -0.141
H -0.005 0.014 -0.044
H 0.196 0.098 0.042
H 0.122 0.418 -1.137

The maximum force is 1.81 eV/A. Its total charge is 0. The total energy comes out at -340.3465 Ha. The energy relative to the best compared isomer or geometry (same formula, charge and spin) is 115.4 kcal/mol. The value obtained for the gap between HOMO and LUMO is 8.53 eV.



Record 2
This record from OMol25 describes a 2-piece molecular cluster, C3H12N4 overall in a non-equilibrium geometry. The level of theory is the ωB97M-V functional and the def2-TZVPD basis.

Element x y z (Å)
N -2.139041 0.457587 -0.516658
N -1.292616 -0.131704 0.168622
N 1.791538 -1.456510 -0.194458
N 1.529427 -0.138422 -0.394748
C 0.687366 2.059515 0.139147
C -1.372013 -1.505126 0.337906
C 0.894328 0.637235 0.423609
H 0.628473 2.288518 -0.923530
H -1.407125 -1.690268 1.425371
H -0.171866 2.454013 0.676613
H -0.415802 -1.978647 0.042601
H 1.769907 0.212453 -1.327108
H 2.453473 -1.866508 -0.846584
H -2.104061 1.479383 -0.593441
H 0.738582 0.284634 1.436703
H -2.915420 -0.024427 -1.004807
H 2.002828 -1.713945 0.767482
H -2.220399 -1.988190 -0.152250
H 1.542423 2.620403 0.535538

Force components x, y, z for each atom (eV/Å):
N -0.004 -0.568 0.105
N -1.166 1.690 -0.465
N -0.049 -1.271 0.292
N -0.205 1.005 -0.074
C 0.107 0.550 -0.118
C -0.395 -1.802 0.201
C 1.606 -0.143 0.107
H -0.038 -0.005 -0.086
H -0.035 0.131 -0.110
H -0.108 -0.044 0.000
H -0.142 0.305 -0.095
H -0.054 -0.107 0.252
H -0.007 0.328 -0.008
H 0.126 -0.117 0.082
H 0.014 -0.197 -0.080
H 0.186 -0.032 0.140
H 0.139 0.320 -0.128
H 0.013 0.014 -0.036
H 0.012 -0.059 0.022

The maximum force is 2.11 eV/A. Its total charge is +2. The total energy comes out at -339.7739 Ha. The energy relative to the best compared isomer or geometry (same formula, charge and spin) is 99.4 kcal/mol. The value obtained for the gap between HOMO and LUMO is 8.19 eV.



Record 3
This record from OMol25 describes a 2-piece molecular cluster, C3H12N4O2 overall in a non-equilibrium geometry. The level of theory is the ωB97M-V functional and the def2-TZVPD basis.

Element x y z (Å)
O 1.916810 0.634846 1.212119
O -0.696155 0.838701 1.955816
N -0.887174 1.441855 -0.234606
N -2.779394 -0.484227 -0.436075
N 1.684553 0.438076 -1.609191
N -1.740807 -0.594283 0.511265
C -0.988028 0.546314 0.794413
C 1.677972 -0.660604 0.726607
C 1.262887 -0.719078 -0.904201
H 2.690242 0.447475 -1.745129
H 1.696304 -1.624975 -1.330775
H -1.916665 -1.159442 1.336747
H -1.403012 1.244927 -1.077374
H 1.410321 1.262902 -1.055705
H -3.691975 -0.290232 0.000510
H 2.673018 -1.120001 0.665033
H -2.849471 -1.343268 -0.959921
H 0.176186 -0.802188 -0.950838
H -0.486234 2.338972 -0.010264
H 1.127640 0.920500 1.706469
H 1.122983 -1.316269 1.405099

Force components x, y, z for each atom (eV/Å):
O -0.517 0.125 0.147
O 0.877 -0.766 -0.499
N 0.264 -0.865 0.652
N -0.189 0.077 0.118
N 0.106 0.971 -0.262
N 0.150 -0.172 0.215
C -2.637 1.741 0.295
C 1.582 -0.817 -2.287
C -0.608 -0.308 2.658
H -0.128 0.147 0.180
H 0.018 0.044 0.106
H 0.014 0.308 -0.114
H 0.219 0.214 -0.052
H 0.494 -0.538 -0.490
H 0.682 -0.076 -0.106
H 0.011 -0.008 0.285
H 0.058 -0.082 -0.079
H 0.156 -0.147 -0.281
H -0.223 -0.135 -0.185
H 0.167 -0.049 -0.075
H -0.495 0.335 -0.229

The maximum force is 3.17 eV/A. Its total charge is 0. The total energy comes out at -490.9776 Ha. The energy relative to the best compared isomer or geometry (same formula, charge and spin) is 0.0 kcal/mol. The value obtained for the gap between HOMO and LUMO is 9.11 eV.



Record 4
This record from OMol25 describes a 2-piece molecular cluster, C3H12N5 overall. The level of theory is the ωB97M-V functional and the def2-TZVPD basis.

Element x y z (Å)
N -0.240949 0.687127 1.656114
N -0.412492 -1.827943 0.464862
N -1.103882 -3.406516 -1.081141
N -1.776427 -1.205475 -1.270300
N 0.708656 2.193982 0.159673
C 1.899469 2.972132 -0.182345
C 0.569739 1.645589 1.388061
C -1.078873 -2.142746 -0.623609
H 0.135526 -2.539438 0.914337
H -0.353900 -4.021438 -0.812748
H -1.983204 -0.339593 -0.799877
H -0.391838 -0.847810 0.825447
H 0.318242 1.646595 -0.596848
H 1.845896 3.962395 0.266682
H -0.260494 0.562079 2.661785
H -1.403932 -3.555648 -2.034048
H 2.824559 2.503165 0.143852
H -2.454740 -1.479568 -1.960661
H 1.941814 3.082276 -1.258763
H 1.216825 2.110827 2.139523

Force components x, y, z for each atom (eV/Å):
N 0.056 0.107 -0.012
N -0.022 -0.132 -0.374
N 0.220 0.037 -0.463
N -0.277 0.145 -0.080
N 0.383 -0.667 -0.036
C -0.076 0.206 0.159
C 0.173 0.429 -0.255
C -0.053 -0.081 0.285
H 0.066 0.026 0.153
H -0.013 -0.084 0.196
H 0.101 0.069 0.129
H 0.014 0.071 0.233
H -0.121 0.188 0.114
H -0.045 0.033 -0.050
H -0.060 -0.262 0.037
H -0.124 0.013 0.113
H 0.044 -0.170 0.027
H 0.038 -0.066 -0.075
H -0.028 0.087 -0.102
H -0.274 0.054 0.003

The maximum force is 0.77 eV/A. Its total charge is +1. The total energy comes out at -395.1021 Ha. The energy relative to the best compared isomer or geometry (same formula, charge and spin) is 3.0 kcal/mol. The value obtained for the gap between HOMO and LUMO is 9.83 eV.



Record 5
This record from OMol25 describes a 2-piece molecular cluster, C3H12N5 overall. The level of theory is the ωB97M-V functional and the def2-TZVPD basis.

Element x y z (Å)
N 2.173379 -0.594547 -2.320459
N -1.454440 0.761992 0.331213
N 0.467690 1.045989 1.512288
N -1.265103 2.017441 -0.257636
N 0.588711 -0.914303 -0.614741
C -0.512763 0.260352 1.123759
C -0.761984 -1.038005 1.799068
C 1.587943 -0.335567 -1.143148
H -1.051703 1.935978 -1.249517
H 0.162820 -1.437359 2.203660
H -2.101031 2.587881 -0.150583
H 0.539838 1.959794 1.088906
H -1.180884 -1.765962 1.111900
H 0.214214 -1.693124 -1.150930
H -1.468182 -0.893143 2.617558
H 1.869628 -1.371825 -2.885231
H 3.007026 -0.117080 -2.614594
H -2.190565 0.144946 0.000478
H 1.171321 0.726204 2.154573
H 2.020483 0.497221 -0.594286

Force components x, y, z for each atom (eV/Å):
N 0.226 -0.151 -0.436
N -0.399 0.033 -0.066
N 0.069 0.072 -0.095
N -0.073 0.062 -0.088
N -0.168 -0.293 0.099
C -0.365 0.249 0.232
C -0.089 -0.151 0.178
C 0.111 0.103 -0.104
H -0.033 -0.182 0.135
H 0.032 -0.029 -0.047
H 0.194 -0.152 0.113
H -0.006 0.066 0.085
H -0.001 0.031 -0.047
H 0.122 -0.046 -0.179
H 0.001 0.120 0.043
H 0.033 0.041 0.042
H -0.028 0.032 0.084
H 0.268 0.161 0.075
H -0.054 -0.052 0.000
H 0.159 0.087 -0.025

The maximum force is 0.51 eV/A. Its total charge is +1. The total energy comes out at -395.0575 Ha. The energy relative to the best compared isomer or geometry (same formula, charge and spin) is 31.0 kcal/mol. The value obtained for the gap between HOMO and LUMO is 10.63 eV.